Here is C39H56Cl4FN3O2PRb as an isolated structure in a non-equilibrium geometry from OMol25. Energies are from ωB97M-V/def2-TZVPD.

orbital gap	4.36	eV
calculated total energy	-112671.24406	eV
HOMO energy	-0.76	eV
total charge	-2
2S+1	1

Geometry (Å):
Rb1 1.44 0.90 0.82
Cl1 7.08 0.61 5.36
Cl2 6.57 0.83 2.26
Cl3 4.64 0.54 7.33
Cl4 1.71 0.67 6.17
P1 -2.40 1.06 1.12
F1 0.21 2.69 -0.48
O1 1.58 0.92 3.26
O2 3.74 1.02 1.53
N1 0.97 -4.31 1.68
N2 0.83 -2.17 0.70
N3 0.91 1.21 -2.71
C1 0.41 -1.23 -5.43
C2 1.19 0.37 -3.76
C3 3.80 0.43 -2.05
C4 1.07 -2.28 3.07
C5 -0.35 -5.55 3.40
C6 -1.62 2.68 3.19
C7 5.21 0.82 3.36
C8 -2.55 -1.63 1.62
C9 -1.27 -0.44 -3.79
C10 -2.64 2.67 2.05
C11 0.15 -0.41 -4.34
C12 3.08 0.75 5.08
C13 -3.69 -0.29 3.43
C14 0.86 -4.99 0.40
C15 2.52 0.14 -4.23
C16 -3.90 0.91 -0.01
C17 0.72 4.65 -4.05
C18 -1.32 -0.94 -2.34
C19 0.95 -2.93 1.72
C20 -0.57 -5.04 -0.15
C21 2.78 0.87 3.71
C22 -4.02 3.09 2.55
C23 0.45 3.32 -1.68
C24 -3.90 2.15 -0.91
C25 5.45 0.70 4.74
C26 -2.02 0.89 -3.94
C27 3.78 0.68 -3.56
C28 1.68 -1.37 -5.95
C29 0.44 5.39 -2.90
C30 -5.30 0.62 0.54
C31 0.87 3.28 -4.02
C32 3.94 0.91 2.78
C33 0.78 2.52 -2.81
C34 4.09 2.14 -3.87
C35 4.38 0.67 5.61
C36 1.02 -5.13 2.88
C37 0.29 4.68 -1.70
C38 2.72 -0.71 -5.32
C39 -2.58 -0.31 2.39
H1 -6.03 0.74 -0.26
H2 -0.57 -5.48 -1.16
H3 -1.81 -1.17 -4.40
H4 -4.27 3.03 -0.38
H5 -4.54 2.00 -1.78
H6 1.08 2.74 -4.93
H7 4.78 0.67 -1.64
H8 1.87 -2.01 -6.80
H9 -0.41 -1.79 -5.87
H10 -4.68 -0.32 2.98
H11 -0.24 -6.08 4.36
H12 -0.97 -0.16 -1.66
H13 0.78 -2.64 -0.19
H14 -0.99 -4.04 -0.22
H15 0.04 5.19 -0.78
H16 -3.04 0.78 -3.56
H17 -5.37 -0.41 0.90
H18 3.73 -0.86 -5.68
H19 3.06 1.05 -1.56
H20 -3.61 0.07 -0.64
H21 -3.62 0.59 4.07
H22 -2.31 3.40 1.30
H23 5.02 2.43 -3.38
H24 1.03 -1.19 2.95
H25 3.57 -0.62 -1.83
H26 -1.22 -5.64 0.49
H27 -3.47 -1.78 1.05
H28 -0.86 -6.21 2.70
H29 -1.53 1.68 -3.39
H30 2.04 -2.51 3.53
H31 -1.70 -1.64 0.92
H32 -2.89 2.37 -1.27
H33 1.55 -4.59 3.66
H34 -0.98 -4.67 3.56
H35 -2.08 1.18 -4.99
H36 1.51 -4.49 -0.32
H37 -2.44 -2.48 2.30
H38 -3.59 -1.17 4.08
H39 0.33 6.46 -2.93
H40 1.61 -6.02 2.65
H41 -0.68 -1.81 -2.21
H42 -1.95 2.04 4.01
H43 3.30 2.80 -3.51
H44 0.28 -2.59 3.75
H45 -0.63 2.33 2.88
H46 4.60 0.09 -3.99
H47 -3.92 4.03 3.10
H48 -2.35 -1.22 -2.07
H49 -1.50 3.70 3.59
H50 1.24 -6.01 0.53
H51 -4.72 3.26 1.73
H52 0.82 5.17 -5.00
H53 4.20 2.30 -4.95
H54 -5.58 1.29 1.35
H55 -4.45 2.36 3.23
H56 -1.62 -0.23 2.92